{"formula": "C2H3N3", "method": "the ωB97M-V functional and the def2-TZVPD basis", "symbols": ["H", "N", "C", "N", "C", "N", "H", "H"], "xyz": [[-1.03, -1.92, 0.31], [-1.42, -1.00, -0.14], [-0.25, -0.32, -0.01], [-0.27, 1.06, -0.08], [1.12, -0.56, -0.07], [2.30, -0.47, -0.08], [0.66, 1.72, 0.03], [-1.11, 1.50, 0.04]], "e_above_lowest_kj_mol": 186.4, "charge": 0, "e_lumo_ev": -0.172, "smiles": "[H]/N=C(/N)C#N", "orbital_gap_ev": 9.70, "e_tot_ev": -6590.6431}

{"formula": "C2H3N3", "method": "the ωB97M-V functional and the def2-TZVPD basis", "symbols": ["C", "N", "C", "N", "N", "H", "H", "H"], "xyz": [[0.35, -0.78, 0.71], [-0.84, -0.88, 0.07], [-0.86, 0.23, -0.66], [0.27, 0.94, -0.45], [1.07, 0.29, 0.43], [0.71, -1.54, 1.40], [-1.66, 0.56, -1.31], [0.53, 1.82, -0.84]], "e_above_lowest_kj_mol": 0.7, "charge": 0, "e_lumo_ev": 0.924, "smiles": "c1nc[nH]n1", "orbital_gap_ev": 11.13, "e_tot_ev": -6592.5681}

{"formula": "C2H3N3O", "method": "the ωB97M-V functional and the def2-TZVPD basis", "symbols": ["H", "N", "N", "C", "N", "C", "O", "H", "H"], "xyz": [[0.04, 2.28, 1.07], [-0.01, 1.56, 0.33], [1.16, 1.10, 0.14], [1.13, -0.16, -0.35], [0.35, -1.22, 0.28], [-0.63, -0.50, -0.02], [-1.88, -0.78, -0.28], [1.99, -0.49, -0.92], [-1.96, -1.75, -0.37]], "e_above_lowest_kj_mol": 512.2, "charge": 0, "e_lumo_ev": -0.055, "smiles": "[H]/N=N/[C@H]1N=C1O", "orbital_gap_ev": 8.48, "e_tot_ev": -8635.1861}

{"formula": "C2H3N3O", "method": "the ωB97M-V functional and the def2-TZVPD basis", "symbols": ["C", "C", "N", "O", "N", "N", "H", "H", "H"], "xyz": [[-0.12, 1.22, 0.84], [-0.07, -0.44, -0.25], [-0.87, -0.15, 0.61], [-0.42, -2.47, -1.19], [0.55, -1.93, -1.67], [0.80, -0.68, -1.13], [0.92, 1.09, 1.16], [-0.14, 1.87, -0.05], [-0.74, 1.60, 1.63]], "e_above_lowest_kj_mol": 507.5, "charge": 0, "e_lumo_ev": -0.120, "orbital_gap_ev": 9.97, "e_tot_ev": -8635.2347}

{"formula": "C2H3N3O", "method": "the ωB97M-V functional and the def2-TZVPD basis", "symbols": ["C", "N", "C", "N", "N", "O", "H", "H", "H"], "xyz": [[1.23, 0.53, -1.16], [0.55, 0.15, 0.05], [-0.55, -0.17, 0.39], [-1.75, -0.44, 0.62], [-2.24, -0.93, 1.82], [-1.42, -1.04, 2.69], [0.95, -0.17, -1.96], [0.91, 1.54, -1.44], [2.31, 0.53, -1.02]], "e_above_lowest_kj_mol": 391.8, "charge": 0, "e_lumo_ev": 0.080, "smiles": "CN=C=NN=O", "orbital_gap_ev": 9.87, "e_tot_ev": -8636.4338}

{"formula": "C2H3N3O", "method": "the ωB97M-V functional and the def2-TZVPD basis", "symbols": ["O", "C", "N", "C", "N", "N", "H", "H", "H"], "xyz": [[-1.80, 1.19, -0.58], [-0.93, 0.42, -0.26], [0.44, 0.69, 0.06], [1.12, -0.48, -0.03], [0.33, -1.50, -0.16], [-0.99, -1.00, -0.17], [0.83, 1.60, 0.21], [2.20, -0.55, 0.04], [-1.20, -0.36, 0.89]], "e_above_lowest_kj_mol": 253.1, "charge": 0, "e_lumo_ev": 0.366, "orbital_gap_ev": 10.42, "e_tot_ev": -8637.8709}

{"formula": "C2H3N3O", "method": "the ωB97M-V functional and the def2-TZVPD basis", "symbols": ["O", "C", "C", "N", "N", "N", "H", "H", "H"], "xyz": [[1.99, 0.14, -0.42], [0.66, -0.04, -0.18], [0.10, 1.09, 0.33], [-1.74, -0.12, 0.11], [-1.19, -1.25, -0.05], [0.09, -1.24, -0.36], [2.49, -0.29, 0.29], [0.34, 2.04, -0.17], [-2.70, -0.33, 0.44]], "e_above_lowest_kj_mol": 533.3, "charge": 0, "e_lumo_ev": -0.712, "orbital_gap_ev": 8.98, "e_tot_ev": -8634.9670}

{"formula": "C2H3N3O", "method": "the ωB97M-V functional and the def2-TZVPD basis", "symbols": ["N", "C", "N", "C", "N", "O", "H", "H", "H"], "xyz": [[1.75, -0.03, 0.10], [0.40, -0.19, 0.19], [-0.37, 0.75, -0.38], [-1.62, 0.32, -0.15], [-1.88, -0.78, 0.48], [-0.20, -1.19, 0.76], [2.05, 0.86, -0.28], [2.42, -0.57, 0.61], [-2.55, 0.81, -0.45]], "e_above_lowest_kj_mol": 163.6, "charge": 0, "e_lumo_ev": 0.388, "orbital_gap_ev": 10.03, "e_tot_ev": -8638.7990}